Entry 1:
Here is the molecule C4H9N in a non-equilibrium geometry from the OMol25 dataset. Energies are from the ωB97M-V functional and the def2-TZVPD basis.

The value obtained for the largest force on an atom is 4.4 eV Å⁻¹.

Bonds (Å) are listed after each position.
Atoms and positions in Å:
1 C 1.2530 -0.9613 0.6641  C2 1.375, H6 1.092, H7 1.126
2 C 0.4856 0.1479 0.3967  C1 1.375, C3 1.490, N4 1.412
3 C 0.6709 1.5396 0.8968  C2 1.490, H8 1.017, H9 1.143, H10 1.057
4 N -0.5976 0.1620 -0.5085  C2 1.412, C5 1.538, H11 0.987
5 C -1.2982 -0.9776 -1.2671  N4 1.538, H12 1.036, H13 1.142, H14 1.119
6 H 1.4456 -1.1624 1.7202  C1 1.092
7 H 1.4853 -1.8008 -0.0499  C1 1.126
8 H 1.5542 1.5692 1.4004  C3 1.017
9 H -0.0675 1.7663 1.7392  C3 1.143
10 H 0.5567 2.3116 0.1838  C3 1.057
11 H -1.1608 0.9640 -0.6263  N4 0.987
12 H -1.8493 -1.5428 -0.5957  C5 1.036
13 H -0.5954 -1.6007 -1.9160  C5 1.142
14 H -1.8826 -0.4151 -2.0377  C5 1.119

Entry 2:
Here is the molecule C4H9N in a non-equilibrium geometry from the OMol25 dataset. Energies are from the ωB97M-V functional and the def2-TZVPD basis.

The value obtained for the largest force on an atom is 2.7 eV Å⁻¹.

Bonds (Å) are listed after each position.
Atoms and positions in Å:
1 C -0.6683 1.2708 -0.5011  C2 1.493, H6 1.085, H7 1.074, H8 1.106
2 C -0.1750 0.0224 0.1528  C1 1.493, N3 1.432, C4 1.491, C5 1.506
3 N -0.7098 -0.0928 1.4763  C2 1.432, H9 1.040, H10 1.078
4 C 1.2014 -0.4466 -0.1783  C2 1.491, C5 1.478, H11 1.099, H12 1.100
5 C 0.0412 -1.2158 -0.6762  C2 1.506, C4 1.478, H13 1.104, H14 1.076
6 H -1.7478 1.2378 -0.6090  C1 1.085
7 H -0.3137 2.1423 0.0161  C1 1.074
8 H -0.1772 1.3414 -1.4900  C1 1.106
9 H -0.5025 0.7608 2.0327  N3 1.040
10 H -0.1536 -0.9111 1.9044  N3 1.078
11 H 1.7722 0.2048 -0.8549  C4 1.099
12 H 1.8009 -0.9358 0.6029  C4 1.100
13 H -0.1534 -2.1691 -0.1546  C5 1.104
14 H -0.2142 -1.2092 -1.7212  C5 1.076

no.,HOMO (eV)
1,-7.3
2,-8.7